Record 1
Density functional theory data (ωB97M-V/def2-TZVPD) for a 3-piece molecular cluster, C13H24BrNO4P overall in a non-equilibrium geometry.

Each line ends with the Löwdin charge.
CARTESIAN COORDINATES (ANGSTROEM)
H1 -2.4598 -1.4468 2.2073  0.09
C1 -2.4653 0.1418 0.5537  -0.51
P1 -0.4691 0.9609 2.2566  0.69
H2 -0.6586 -4.6012 -3.0895  0.12
O1 2.3009 -2.1479 -5.3287  0.09
H3 -5.2474 -1.6992 0.5118  0.05
H4 -1.9499 2.6030 3.4617  0.04
N1 -0.9726 0.3085 0.6890  -0.40
C2 -4.6874 -1.2132 1.4269  -0.19
C3 0.9188 -0.0457 3.0945  -0.40
C4 2.2685 3.2176 0.1145  -0.09
H5 -4.9419 -1.7929 2.4337  0.07
H6 -0.9446 -4.1805 -4.7864  0.12
H7 -3.1092 1.0402 0.9377  0.07
C5 2.0893 3.6592 1.5355  -0.48
H8 1.6721 2.3278 -0.1000  0.12
H9 1.7040 -4.0736 -3.3042  0.14
H10 1.6718 0.7509 3.5645  0.02
H11 -0.4279 -2.2510 -2.4858  0.11
H12 1.9934 4.0393 -0.5525  0.13
C6 -0.6309 -2.4665 -3.5401  -0.18
C7 1.3208 -2.5266 -4.7089  -0.46
C8 -1.8953 1.4112 3.4217  -0.38
H13 4.1821 3.0542 -0.9341  0.11
H14 -2.6991 0.0508 -0.6135  0.08
C9 3.7457 2.9206 0.0593  -0.18
C10 -0.3766 -3.9098 -3.8880  -0.17
H15 0.5271 -0.7793 3.9466  0.01
Br1 -2.6291 -2.7289 -0.1716  0.49
C11 -3.0338 -1.2909 1.1988  -0.68
H16 3.9237 1.8840 0.3705  0.12
H17 -1.6620 1.0723 4.5427  0.03
C12 4.3109 3.8654 1.0874  -0.19
O2 3.2957 3.9910 2.0820  0.01
H18 -1.6565 -2.1654 -3.7724  0.13
H19 1.3413 -4.6608 -4.9657  0.13
O3 0.2829 -1.7191 -4.3415  0.03
H20 5.2258 3.4741 1.5417  0.12
H21 1.4930 -0.6284 2.2349  0.03
O4 1.0217 3.7498 2.1187  0.05
C13 1.0983 -3.9191 -4.2014  -0.09
H22 -5.0432 -0.0995 1.5553  0.07
H23 -2.9447 0.9666 3.1658  0.01
H24 4.5172 4.8572 0.6716  0.12

Forces on atoms 1 to 3 (eV/Å):
H -1.01 -0.21 -2.13
C 1.12 -0.87 -1.18
P 0.66 1.45 -2.60

Properties
Total energy, eV: -102878.7937
Net charge: -1

Record 2
Density functional theory data (ωB97M-V/def2-TZVPD) for C13H24Cl4F3InN2O2P as an isolated structure in a non-equilibrium geometry.

Each line ends with the Löwdin charge.
CARTESIAN COORDINATES (ANGSTROEM)
Cl1 -2.1768 1.9231 6.6632  0.50
H1 -4.4612 0.7804 -1.9294  0.03
P1 -3.0559 -1.1644 -0.9998  0.61
H2 -0.1918 0.2650 2.3566  0.07
H3 1.0795 1.1471 -2.7340  0.03
O1 -0.7332 -4.3782 -1.2479  -0.13
C1 -3.3476 -2.2767 0.5314  -0.43
H4 1.8042 -3.9286 0.2259  0.10
H5 1.8682 3.2156 1.3317  0.05
H6 2.7933 -1.2920 -1.5508  0.08
C2 -0.7037 1.4563 5.7764  -2.00
H7 2.6984 0.6412 0.8861  0.10
H8 -0.1722 1.3267 0.7044  0.09
H9 -1.6938 2.2481 -1.2871  0.10
H10 -3.4871 1.3399 -0.3202  0.01
H11 2.2644 0.2050 2.6759  0.11
H12 1.5273 2.7674 3.1580  0.00
C3 1.9219 0.8784 1.7537  -0.24
C4 0.2609 3.5612 -1.3365  -0.22
H13 3.6688 -1.9178 -3.1059  0.09
N1 0.4378 -0.8235 0.5698  -0.23
C5 0.3783 -3.6639 -1.5759  -0.36
O2 1.3918 -2.4692 -4.5784  -0.08
C6 -0.0755 1.0980 -2.5573  -0.28
F1 0.1590 4.8623 -2.0962  -0.04
N2 0.1746 -2.4489 -2.4554  -0.07
C7 1.4012 -2.0973 -3.2679  -0.36
C8 1.7993 -4.1823 -0.9399  -0.05
H14 3.2627 2.6000 2.4404  0.07
Cl2 -0.6871 -0.3095 5.5400  0.51
H15 0.1480 -1.6468 1.1446  0.01
C9 -0.7656 2.4748 -2.0034  -0.17
H16 -3.3752 -3.3993 0.1401  0.04
H17 -0.5585 0.8919 -3.6296  0.06
C10 2.7248 -1.2847 -2.7420  -0.07
C11 0.3576 0.4847 1.3257  -0.34
C12 2.1058 2.4498 2.1872  -0.18
H18 -4.3971 -2.0121 1.0051  0.03
F2 -0.2482 3.8839 0.0441  -0.04
H19 2.8635 -0.2138 -3.1930  0.08
F3 1.6681 3.1198 -1.2190  0.01
C13 -4.0436 0.4653 -0.8789  -0.46
H20 2.7590 -3.7765 -1.4756  0.07
In1 -0.5554 -0.7623 -1.3211  0.55
H21 -5.0037 0.2237 -0.2127  0.03
H22 -1.2525 3.0158 -2.9500  0.13
H23 1.8596 -5.3691 -1.0131  0.09
Cl3 0.7323 1.9438 6.7118  0.50
H24 -2.4418 -2.1205 1.2586  0.01
Cl4 -0.6829 2.2680 4.1903  0.57

Forces on atoms 1 to 3 (eV/Å):
Cl 0.29 -0.11 -0.13
H 1.08 -0.52 2.03
P -0.73 -0.47 -0.92

Properties
Total energy, eV: -93643.9304
Net charge: -1